The following is a DFT calculation (ωB97M-V/def2-TZVPD) of a cluster of 2 separate species, C10H17NSi in total at a distorted geometry.

Each line ends with the Löwdin charge.
Positions of all 29 atoms, in Å:
C 3.820 0.543 -0.220  -0.063
C 3.277 -0.196 -1.299  -0.113
C 2.850 0.986 0.724  -0.090
C 1.951 -0.471 -1.480  -0.104
C 1.516 0.678 0.637  -0.149
C 1.005 -0.022 -0.458  -0.307
C -2.337 0.278 1.526  -0.181
C -2.654 1.617 -0.444  -0.072
C -1.564 -0.967 -2.340  -0.182
C 0.439 -2.015 2.617  0.068
N -1.954 0.389 0.165  -0.359
Si -0.751 -0.478 -0.640  0.738
H 4.786 0.468 0.074  0.060
H 3.981 -0.418 -2.115  0.104
H 3.239 1.729 1.505  0.126
H 1.532 -0.834 -2.424  0.089
H 0.782 1.131 1.227  0.076
H -3.474 0.263 1.615  0.095
H -1.965 -0.651 2.098  0.085
H -2.079 1.237 1.929  0.059
H -2.140 1.941 -1.360  0.083
H -3.673 1.412 -0.618  0.065
H -2.483 2.410 0.214  0.051
H -1.907 -1.898 -2.541  -0.040
H -2.468 -0.423 -2.355  -0.010
H -0.824 -0.883 -3.251  0.066
H 0.106 -0.988 2.733  -0.042
H -0.388 -2.667 2.348  -0.027
H 1.377 -2.172 2.136  -0.026

Computed properties:
- HOMO (spin up / spin down): -6.1 / -8.7 eV
- Frontier orbital gap (spin up / spin down): 0.2316 / 0.3133 hartree
- Total charge: 0
- Energy relative to the best compared isomer or geometry (same formula, charge and spin): 4.951 eV